1.
{
  "formula": "C2H9N2S2",
  "method": "the ωB97M-V functional and the def2-TZVPD basis",
  "species": ["C", "C", "N", "N", "S", "S", "H", "H", "H", "H", "H", "H", "H", "H", "H"],
  "xyz": [[-2.028, 0.697, 0.940], [-0.891, 0.242, -0.038], [0.036, -0.491, 0.460], [2.298, -0.352, -0.999], [-1.702, -0.051, 2.644], [-0.642, 0.967, -1.530], [-3.052, 0.552, 0.584], [-1.878, 1.702, 1.196], [0.960, -0.532, -0.151], [0.083, -0.738, 1.412], [2.992, -1.133, -0.928], [2.651, 0.578, -0.708], [2.092, -0.260, -1.996], [-2.622, -1.115, 2.496], [-1.940, 1.505, -1.639]],
  "mulliken_charge": [-0.843, 0.830, -0.235, -0.917, -0.283, -0.201, 0.465, 0.394, 0.291, 0.202, 0.270, 0.304, 0.283, 0.212, 0.228],
  "total_charge": 1,
  "total_energy_ha": -987.2308,
  "relative_energy_kj_mol": 80.2,
  "orbital_gap_ev": 9.68,
  "e_lumo_ha": -0.144,
  "homo_ev": -13.61
}

2.
{
  "formula": "C2H9N3O",
  "method": "the ωB97M-V functional and the def2-TZVPD basis",
  "species": ["N", "C", "N", "H", "H", "H", "H", "H", "H", "C", "N", "O", "H", "H", "H"],
  "xyz": [[0.598, 1.509, -0.308], [1.772, 0.639, -0.606], [2.122, 0.429, -1.997], [0.676, 2.493, -0.502], [-0.245, 1.122, -0.649], [2.732, 0.971, -0.191], [1.440, -0.344, -0.196], [1.220, 0.098, -2.420], [2.189, 1.394, -2.342], [-1.523, -1.309, 1.367], [-1.568, -1.093, -0.013], [-1.737, -0.456, 2.152], [-1.093, -2.270, 1.665], [-0.726, -1.517, -0.561], [-1.852, -0.196, -0.363]],
  "mulliken_charge": [-0.622, -1.239, -1.098, 0.372, 0.295, 0.453, 0.341, 0.603, 0.417, -0.640, -1.328, -0.251, 0.581, 0.664, 0.452],
  "total_charge": -1,
  "spin_multiplicity": 2,
  "total_energy_ha": -321.0453,
  "relative_energy_kj_mol": 50.5,
  "orbital_gap_ev": [3.40, 9.39],
  "e_lumo_ha": [0.162, 0.154],
  "homo_ev": [0.99, -5.19]
}